A structure of composition C33H65BF9I2N13O9P. Source: the OMol25 dataset; level of theory: ωB97M-V with the def2-TZVPD basis set.

Positions of all 133 atoms, in Å:
1 C -2.242 -3.292 -3.441
2 C -0.867 -2.990 -4.042
3 B 0.359 -3.196 -3.081
4 O 1.649 -3.121 -3.502
5 N 0.221 -3.597 -1.633
6 C 0.563 -5.015 -1.414
7 N -0.621 -5.856 -1.247
8 C -0.166 -2.925 -0.542
9 N -0.273 -3.562 0.640
10 C -0.701 -2.688 1.511
11 C -0.930 -3.079 2.916
12 I 0.840 -3.246 3.986
13 C -2.157 -3.364 3.352
14 C -3.385 -3.271 2.483
15 I -2.521 -4.028 5.280
16 N -0.873 -1.467 0.926
17 C -1.317 -0.240 1.547
18 F -2.156 0.382 0.726
19 F -1.985 -0.541 2.662
20 C -0.102 0.623 1.988
21 F 0.598 -0.169 2.839
22 F 0.693 0.859 0.947
23 C -0.444 1.970 2.724
24 F -1.721 2.326 2.505
25 F 0.359 2.874 2.138
26 C -0.177 1.993 4.254
27 F -0.772 0.981 4.856
28 F 1.114 1.951 4.490
29 F -0.662 3.120 4.734
30 N -0.497 -1.599 -0.436
31 P -0.353 -0.425 -1.930
32 N -0.655 1.115 -1.379
33 O 1.259 -0.389 -1.949
34 H -2.445 -2.655 -2.574
35 H -2.283 -4.329 -3.095
36 H -3.040 -3.157 -4.172
37 H -0.701 -3.670 -4.892
38 H -0.814 -1.972 -4.435
39 H 1.747 -3.288 -4.450
40 H 1.090 -5.332 -2.321
41 H 1.269 -5.108 -0.585
42 H -1.423 -5.280 -1.017
43 H -0.501 -6.459 -0.439
44 H -4.105 -4.042 2.748
45 H -3.124 -3.378 1.426
46 H -3.859 -2.292 2.621
47 H -1.434 1.525 -1.887
48 H 0.154 1.735 -1.456
49 H 1.677 -0.974 -1.280
50 C 5.128 2.435 -0.377
51 O 6.322 2.603 -0.553
52 N 4.499 2.654 0.790
53 C 3.079 2.421 0.933
54 C 5.272 3.135 1.922
55 H 4.450 2.083 -1.171
56 H 2.562 3.337 1.218
57 H 2.908 1.664 1.704
58 H 2.671 2.074 -0.010
59 H 5.742 4.091 1.689
60 H 6.063 2.429 2.176
61 H 4.609 3.256 2.776
62 C 1.803 4.394 -2.463
63 O 1.949 3.400 -1.758
64 N 1.573 5.622 -1.993
65 C 1.404 6.771 -2.870
66 C 1.493 5.811 -0.556
67 H 1.857 4.348 -3.561
68 H 2.177 7.514 -2.666
69 H 0.422 7.216 -2.728
70 H 1.487 6.451 -3.906
71 H 2.427 5.511 -0.079
72 H 0.689 5.206 -0.133
73 H 1.302 6.860 -0.347
74 C -5.071 -6.338 3.907
75 O -4.682 -6.234 2.749
76 N -6.309 -6.676 4.272
77 C -6.705 -6.760 5.664
78 C -7.289 -6.961 3.239
79 H -4.396 -6.122 4.750
80 H -7.043 -7.769 5.906
81 H -7.510 -6.053 5.863
82 H -5.854 -6.516 6.298
83 H -6.955 -7.793 2.618
84 H -7.416 -6.089 2.598
85 H -8.239 -7.209 3.703
86 C 3.553 -2.515 -0.483
87 O 2.787 -1.630 -0.091
88 N 4.824 -2.338 -0.827
89 C 5.654 -3.453 -1.253
90 C 5.429 -1.010 -0.785
91 H 3.230 -3.562 -0.562
92 H 6.511 -3.566 -0.589
93 H 6.018 -3.289 -2.268
94 H 5.070 -4.371 -1.233
95 H 5.387 -0.603 0.224
96 H 4.907 -0.326 -1.453
97 H 6.466 -1.104 -1.093
98 C -2.329 8.112 -4.445
99 O -1.572 7.342 -3.877
100 N -2.722 9.296 -3.948
101 C -3.624 10.175 -4.666
102 C -2.219 9.703 -2.646
103 H -2.758 7.892 -5.435
104 H -3.148 11.136 -4.867
105 H -4.533 10.350 -4.088
106 H -3.897 9.717 -5.614
107 H -1.131 9.765 -2.658
108 H -2.507 8.981 -1.882
109 H -2.632 10.677 -2.396
110 C 10.711 -0.351 -3.040
111 O 10.779 -1.489 -2.613
112 N 10.059 0.651 -2.420
113 C 9.988 1.989 -2.973
114 C 9.417 0.349 -1.152
115 H 11.178 -0.044 -3.991
116 H 10.438 2.715 -2.293
117 H 8.955 2.282 -3.152
118 H 10.530 2.015 -3.917
119 H 10.157 0.002 -0.431
120 H 8.684 -0.448 -1.285
121 H 8.925 1.240 -0.771
122 C -8.953 -3.577 3.767
123 O -8.086 -4.158 4.396
124 N -8.808 -2.347 3.241
125 C -9.869 -1.692 2.503
126 C -7.540 -1.665 3.429
127 H -9.944 -4.020 3.575
128 H -9.551 -1.472 1.482
129 H -10.157 -0.758 2.987
130 H -10.739 -2.344 2.462
131 H -6.727 -2.248 2.993
132 H -7.327 -1.536 4.490
133 H -7.588 -0.691 2.948

Properties
E, hartree: -4545.74526
ΔE to the lowest compared entry with this formula, charge and spin, kJ/mol: 0.0
Total charge: +1